Formula: C7H3F2NO
Source: the Open Molecules 2025 dataset
Level of theory: wB97M-V/def2-TZVPD

XYZ file:
```
14
C7H3F2NO, DFT wB97M-V/def2-TZVPD
C 0.472 0.225 0.359
C -1.989 -1.041 0.291
C 1.593 -0.415 -0.105
C -0.607 -0.629 0.059
C -0.883 -2.697 -0.273
C 0.116 -1.792 -0.525
C -0.612 -4.718 1.052
N -2.113 -2.250 -0.120
O 1.371 -1.625 -0.650
F 0.692 -4.915 1.104
F -0.954 -4.121 2.146
H 0.477 1.103 0.965
H -2.816 -0.577 0.976
H 2.658 -0.167 0.157
```

- frontier orbital gap (alpha / beta) (eV) = 6.97 / 6.82
- LUMO (alpha / beta) (eV) = -1.26 / -1.71
- net charge = 0
- E_HOMO (alpha / beta) (eV) = -8.227 / -8.533

Results of the Mulliken charge analysis, in e, for atoms 1 through 4: atom 1 (C): -0.501, atom 2 (C): -0.487, atom 3 (C): -0.204, atom 4 (C): 0.620

***

Formula: C38H35FeGe2N4OS
Source: the Open Molecules 2025 dataset
Level of theory: wB97M-V/def2-TZVPD

XYZ file:
```
82
C38H35FeGe2N4OS, DFT wB97M-V/def2-TZVPD
Fe 1.053 0.067 0.891
C 3.963 3.161 0.112
C 2.876 2.458 0.656
N 2.579 1.234 0.273
C 3.339 0.596 -0.662
C 4.425 1.229 -1.268
C 4.722 2.550 -0.852
C 5.167 0.531 -2.255
C 4.797 -0.748 -2.574
C 3.711 -1.401 -1.953
C 2.964 -0.771 -0.971
N 1.883 -1.214 -0.243
C 1.430 -2.508 -0.114
C 1.730 -3.658 -0.821
C 1.140 -4.893 -0.477
C 0.256 -5.021 0.557
C -0.088 -3.870 1.310
C -0.976 -3.897 2.410
C -1.239 -2.744 3.102
C -0.638 -1.551 2.677
N 0.170 -1.492 1.633
C 0.474 -2.641 0.959
H 4.175 4.163 0.456
H 2.230 2.894 1.405
H 5.561 3.064 -1.301
H 6.005 1.014 -2.734
H 5.343 -1.296 -3.330
H 3.475 -2.391 -2.302
H 2.410 -3.662 -1.655
H 1.411 -5.759 -1.064
H -0.185 -5.972 0.814
H -1.429 -4.836 2.698
H -1.895 -2.727 3.958
H -0.814 -0.629 3.209
O 0.133 1.704 1.529
N -0.066 1.991 2.814
C -1.065 2.868 3.072
C -1.326 3.284 4.346
C -0.534 2.768 5.382
C 0.467 1.876 5.098
C 0.740 1.456 3.778
S 1.963 0.351 3.363
H -1.607 3.176 2.190
H -2.129 3.982 4.524
H -0.710 3.067 6.406
H 1.091 1.464 5.876
C -1.792 1.523 -3.849
Ge -0.294 1.482 -2.571
C 0.131 3.318 -2.000
C 1.277 0.863 -3.572
Ge -0.877 0.148 -0.615
C -2.405 1.076 0.248
C -2.988 0.615 1.428
C -4.053 1.271 2.026
C -4.565 2.426 1.455
C -4.006 2.903 0.283
C -2.947 2.230 -0.312
C -1.607 -1.576 -1.223
C -1.154 -2.139 -2.414
C -1.657 -3.343 -2.883
C -2.631 -4.013 -2.161
C -3.093 -3.471 -0.972
C -2.585 -2.267 -0.512
H -1.543 2.185 -4.678
H -2.715 1.875 -3.393
H -1.978 0.528 -4.250
H 0.604 3.859 -2.820
H 0.821 3.300 -1.156
H -0.756 3.868 -1.694
H 1.361 1.464 -4.478
H 1.216 -0.183 -3.862
H 2.188 0.995 -2.996
H -2.603 -0.272 1.906
H -4.479 0.883 2.942
H -5.396 2.945 1.917
H -4.397 3.802 -0.179
H -2.535 2.633 -1.228
H -0.381 -1.638 -2.988
H -1.286 -3.756 -3.812
H -3.029 -4.952 -2.524
H -3.855 -3.986 -0.401
H -2.975 -1.863 0.415
```

- frontier orbital gap (alpha / beta) (eV) = 6.52 / 6.73
- LUMO (alpha / beta) (eV) = -0.24 / -0.10
- expectation value of S² = 0.96
- net charge = 0
- 2S+1 = 2
- E_HOMO (alpha / beta) (eV) = -6.761 / -6.827

Results of the Mulliken charge analysis, in e, for atoms 1 through 4: atom 1 (Fe): -0.571, atom 2 (C): -1.017, atom 3 (C): -0.191, atom 4 (N): 0.704